95
Properties=species:S:1:pos:R:3:forces:R:3:mulliken_spin:R:1 method="wB97M-V/def2-TZVPD" e_lumo_ev="-5.1 / -4.5" de_lowest_kj_mol=8.7 spin_multiplicity=2 fmax_ev_per_a=0.82 total_charge=+1 homo_ha="-0.3644 / -0.3644"
V 0.462 -1.307 1.835 -0.168 0.803 0.056 1.1217
O 4.552 -0.726 5.941 -0.022 -0.020 -0.024 -0.0002
C 3.390 -0.996 6.520 0.012 0.062 0.002 -0.0007
O 3.251 -1.067 7.708 0.005 -0.024 -0.011 0.0002
C 2.208 -1.202 5.626 -0.044 -0.026 0.026 0.0068
C 0.950 -1.542 6.097 0.011 -0.009 -0.046 0.0050
N 0.127 -1.634 5.043 -0.003 0.048 0.025 -0.0012
N 0.784 -1.391 3.906 -0.047 0.037 -0.067 -0.0138
C 2.044 -1.135 4.240 0.036 -0.020 0.023 0.0105
C 2.957 -0.949 3.078 0.055 -0.037 -0.050 -0.0011
O 4.134 -0.723 3.201 -0.037 0.028 0.008 -0.0032
O 2.327 -1.104 1.928 0.028 -0.169 0.102 -0.0185
H 4.503 -0.708 4.960 0.005 0.000 0.024 0.0000
H 0.625 -1.733 7.106 -0.001 0.006 0.013 0.0003
H -0.800 -2.040 4.985 0.014 -0.016 -0.006 0.0009
Se 1.626 -1.291 -5.256 0.032 -0.099 -0.061 -0.0004
P 1.133 0.219 -3.921 -0.062 0.118 0.111 0.0028
C 2.402 1.497 -3.788 -0.010 0.036 -0.062 -0.0001
C 2.620 2.299 -4.911 -0.033 0.013 0.003 -0.0003
C 3.689 3.177 -4.943 0.010 0.009 0.007 0.0000
C 4.570 3.238 -3.869 -0.005 0.000 0.003 0.0000
C 4.374 2.423 -2.766 0.002 0.009 0.015 0.0001
C 3.291 1.556 -2.722 -0.005 -0.034 0.045 0.0004
C -0.443 1.024 -4.338 -0.001 0.001 -0.075 0.0002
C -0.624 2.401 -4.365 -0.003 0.026 0.086 0.0003
C -1.851 2.938 -4.738 0.007 -0.017 0.008 0.0001
C -2.896 2.101 -5.092 -0.002 -0.006 -0.002 -0.0001
C -2.715 0.722 -5.082 -0.027 0.031 0.023 -0.0003
C -1.494 0.185 -4.715 -0.004 -0.032 0.014 -0.0004
C 0.869 -0.402 -2.207 0.039 -0.029 -0.031 0.0069
C 0.545 0.092 -0.943 0.004 0.101 0.023 0.0089
N 0.561 -0.988 -0.122 -0.031 0.011 -0.121 -0.0214
N 0.865 -2.074 -0.832 -0.020 0.012 0.083 0.0108
N 1.043 -1.742 -2.066 0.033 -0.034 0.013 0.0015
P 0.025 1.594 -0.099 -0.003 0.004 0.011 0.0007
Se 0.516 1.338 2.011 0.029 -0.158 -0.094 -0.0433
C -1.750 1.770 -0.331 0.014 -0.048 -0.068 0.0028
C -2.401 1.156 -1.397 -0.023 0.006 -0.007 -0.0009
C -3.761 1.364 -1.581 0.003 0.012 0.006 0.0005
C -4.466 2.176 -0.705 0.007 -0.018 -0.018 0.0001
C -3.815 2.787 0.361 0.005 0.008 0.018 -0.0004
C -2.459 2.586 0.550 -0.004 0.019 0.039 -0.0024
C 0.811 3.093 -0.672 -0.058 -0.001 -0.047 0.0018
C 0.123 3.925 -1.552 -0.013 0.052 0.012 0.0004
C 0.724 5.090 -2.003 0.028 0.021 0.012 -0.0001
C 1.992 5.432 -1.556 -0.036 0.007 -0.014 -0.0002
C 2.664 4.617 -0.656 0.034 -0.014 -0.003 -0.0004
C 2.080 3.444 -0.214 0.057 -0.059 -0.011 -0.0016
H 1.970 2.211 -5.773 -0.014 0.005 0.006 0.0000
H 3.851 3.794 -5.816 0.000 0.003 -0.004 0.0000
H 5.419 3.907 -3.904 0.004 0.003 -0.001 0.0000
H 5.073 2.449 -1.940 0.003 -0.001 0.006 0.0000
H 3.167 0.905 -1.865 -0.018 -0.009 0.002 -0.0008
H 0.192 3.061 -4.104 0.028 0.000 -0.009 0.0000
H -1.981 4.012 -4.769 -0.001 0.014 -0.002 0.0000
H -3.846 2.521 -5.398 -0.005 0.004 0.001 0.0000
H -3.522 0.067 -5.385 0.001 -0.004 -0.003 0.0000
H -1.335 -0.887 -4.750 0.017 0.013 -0.001 -0.0004
H -1.861 0.522 -2.086 0.031 -0.013 -0.026 -0.0001
H -4.263 0.890 -2.413 -0.003 -0.001 -0.009 0.0000
H -5.526 2.334 -0.848 -0.006 0.000 -0.002 0.0000
H -4.364 3.419 1.045 -0.007 0.003 0.001 0.0000
H -1.951 3.057 1.385 0.006 0.004 -0.008 -0.0001
H -0.878 3.675 -1.877 -0.007 -0.026 -0.021 -0.0001
H 0.197 5.736 -2.692 -0.003 0.003 0.001 0.0000
H 2.456 6.347 -1.903 0.005 0.003 -0.005 0.0000
H 3.648 4.892 -0.302 0.003 -0.001 -0.002 0.0000
H 2.607 2.803 0.482 -0.009 -0.001 0.006 0.0002
N -4.309 0.640 3.787 0.007 0.039 0.007 -0.0004
C -3.679 -0.066 2.819 0.035 -0.001 0.009 -0.0032
C -2.282 -0.223 2.818 -0.071 0.038 -0.044 0.0110
N -1.679 -0.889 1.847 0.067 -0.096 0.168 -0.0462
C -2.425 -1.426 0.873 0.033 -0.036 -0.001 0.0196
C -3.797 -1.253 0.892 0.018 -0.012 -0.024 -0.0014
N -4.425 -0.584 1.845 -0.010 0.003 0.003 0.0028
H -3.819 0.978 4.594 -0.010 -0.006 0.008 0.0000
H -5.314 0.643 3.796 0.002 -0.011 -0.005 0.0000
H -1.662 0.241 3.574 -0.010 -0.022 0.009 0.0047
H -1.921 -1.982 0.096 -0.013 0.002 -0.011 -0.0011
H -4.406 -1.672 0.100 -0.009 -0.002 -0.004 0.0001
O 1.367 -4.734 0.329 -0.049 -0.039 -0.086 -0.0006
C 0.705 -5.599 1.109 0.061 0.075 0.056 -0.0010
C 1.021 -6.944 0.880 0.006 -0.014 0.002 0.0000
C 0.461 -7.948 1.633 0.001 0.015 -0.017 -0.0003
C -0.447 -7.658 2.656 -0.016 0.018 0.018 -0.0004
C -0.762 -6.349 2.905 0.000 -0.023 -0.032 0.0002
C -0.198 -5.297 2.151 -0.136 -0.089 0.081 -0.0017
C -0.586 -3.966 2.585 0.012 0.164 -0.188 0.0055
O -1.264 -3.651 3.529 0.003 -0.035 0.040 -0.0030
O -0.070 -2.943 1.797 0.229 -0.497 0.074 -0.0606
H 0.974 -3.852 0.208 0.004 -0.089 0.017 0.0044
H 1.720 -7.159 0.084 0.007 0.003 -0.002 0.0000
H 0.726 -8.976 1.423 0.005 -0.002 -0.004 0.0000
H -0.890 -8.450 3.241 0.002 -0.003 -0.001 0.0000
H -1.455 -6.088 3.693 0.001 0.011 0.003 0.0000

4
Properties=species:S:1:pos:R:3:forces:R:3:mulliken_charge:R:1 method="wB97M-V/def2-TZVPD" e_lumo_ev=-4.4 de_lowest_kj_mol=161.0 spin_multiplicity=1 fmax_ev_per_a=4.59 total_charge=+1 homo_ha=-0.6398
Rb -1.097 -0.046 -1.472 -2.253 -0.044 -3.995 0.9685
O 0.567 -0.108 0.180 0.498 0.097 0.963 -0.6007
H -0.383 -0.036 0.272 1.243 -0.033 2.646 0.2966
H 0.913 0.190 1.021 0.511 -0.020 0.387 0.3355

9
Properties=species:S:1:pos:R:3:forces:R:3:mulliken_charge:R:1 method="wB97M-V/def2-TZVPD" e_lumo_ev=-1.6 de_lowest_kj_mol=308.2 spin_multiplicity=1 fmax_ev_per_a=1.64 total_charge=0 smiles="N#C[Si](=O)C#N.O" homo_ha=-0.4479
C 1.368 -1.501 0.265 -0.014 1.036 -0.852 0.2083
C 0.752 1.279 0.750 0.456 -0.632 -1.270 0.2047
N 1.473 -2.486 0.841 0.025 -0.511 0.313 -0.2997
N 0.459 1.979 1.606 -0.208 0.393 0.553 -0.3153
O 1.586 0.423 -2.059 0.088 0.077 -0.181 -0.4861
O -1.965 0.162 -0.421 0.575 0.103 0.018 -0.6056
Si 1.256 0.128 -0.627 -0.715 -0.340 1.439 0.6706
H -2.645 -0.390 -0.807 -0.162 -0.158 -0.102 0.3026
H -2.284 0.406 0.451 -0.046 0.031 0.081 0.3205